(1)
{"formula": "C48H47N2OPdSbTe", "method": "ωB97M-V/def2-TZVPD", "species": ["Pd", "C", "C", "O", "N", "C", "C", "C", "C", "C", "C", "N", "H", "H", "H", "H", "H", "H", "H", "H", "H", "H", "Te", "C", "C", "C", "C", "C", "C", "C", "C", "C", "C", "C", "C", "H", "H", "H", "H", "H", "H", "H", "H", "H", "H", "C", "C", "C", "C", "C", "C", "Sb", "C", "C", "C", "C", "C", "C", "C", "C", "C", "C", "C", "C", "H", "H", "H", "H", "H", "H", "H", "H", "H", "H", "H", "H", "H", "H", "H", "C", "C", "C", "C", "C", "C", "C", "C", "C", "C", "H", "H", "H", "H", "H", "H", "H", "H", "H", "H", "H", "H"], "coordinates": [[-0.85502, 1.42309, -0.05982], [-0.24089, 5.88145, 0.35210], [-0.91250, 4.60726, -0.05631], [-0.38243, 3.51268, 0.19335], [-2.06456, 4.70459, -0.72221], [-2.79412, 3.56992, -1.26244], [-3.53458, 2.77098, -0.21543], [-4.87700, 3.00157, 0.03071], [-5.52385, 2.28823, 1.02775], [-4.80060, 1.37188, 1.77023], [-3.46606, 1.17951, 1.46483], [-2.84891, 1.84646, 0.48333], [0.57483, 5.65807, 1.03368], [-0.94450, 6.56761, 0.82294], [0.17324, 6.36449, -0.53491], [-2.46221, 5.62291, -0.83824], [-2.09698, 2.92628, -1.80228], [-3.50705, 3.96318, -1.98402], [-5.41091, 3.73568, -0.55746], [-6.57439, 2.45388, 1.22498], [-5.25701, 0.80621, 2.56976], [-2.86507, 0.46908, 2.01628], [0.39186, -1.67118, 0.69389], [1.47559, -3.18272, -0.27596], [2.63842, -3.47922, 0.43281], [3.50987, -4.45013, -0.03704], [3.22617, -5.11789, -1.21789], [2.06947, -4.82005, -1.92393], [1.19003, -3.85423, -1.45786], [-0.74100, -2.83328, 1.98594], [-1.05310, -4.15159, 1.69059], [-1.83963, -4.86418, 2.58459], [-2.30784, -4.25741, 3.74149], [-1.98567, -2.93596, 4.02580], [-1.18756, -2.21437, 3.14984], [2.87689, -2.95297, 1.35142], [4.40947, -4.67970, 0.51755], [3.90584, -5.87410, -1.58757], [1.84411, -5.34617, -2.84237], [0.29597, -3.65785, -2.01855], [-0.69593, -4.61623, 0.77949], [-2.09193, -5.89439, 2.37125], [-2.91829, -4.82118, 4.43414], [-2.33347, -2.47537, 4.94091], [-0.89597, -1.19602, 3.38730], [4.94210, -1.33205, -2.58489], [3.59138, -1.42721, -2.88254], [2.67838, -0.62373, -2.21238], [3.11871, 0.26773, -1.23987], [4.47986, 0.38090, -0.96196], [5.38770, -0.42682, -1.62986], [1.75119, 1.57804, -0.32139], [2.22444, 1.50038, 1.74320], [1.50612, 2.31853, 2.61415], [1.71295, 2.22523, 3.98404], [2.62858, 1.31126, 4.48882], [3.34131, 0.49337, 3.62437], [3.13962, 0.58404, 2.25243], [2.47441, 3.49031, -0.85117], [2.14576, 4.05221, -2.08172], [2.64185, 5.30278, -2.42192], [3.46259, 5.98862, -1.53476], [3.78932, 5.42592, -0.30992], [3.29633, 4.17294, 0.03768], [5.65562, -1.95426, -3.10892], [3.24882, -2.11820, -3.64130], [1.62675, -0.68790, -2.46507], [4.83861, 1.10304, -0.23738], [6.44433, -0.34038, -1.41434], [0.79820, 3.04135, 2.22624], [1.16399, 2.87055, 4.65762], [2.79096, 1.24172, 5.55620], [4.06035, -0.21387, 4.01706], [3.69492, -0.06840, 1.58950], [1.51178, 3.52032, -2.78328], [2.39822, 5.73759, -3.38268], [3.85482, 6.96040, -1.80356], [4.43383, 5.95779, 0.37756], [3.54870, 3.74347, 0.99992], [-3.20119, -0.16153, -1.79936], [-1.99294, -1.05077, -1.45681], [-1.02946, -0.96646, -2.63752], [-1.32623, -0.53421, -0.16925], [-2.53456, -2.46140, -1.20030], [-3.38121, -2.68011, -0.11041], [-3.91908, -3.92901, 0.14358], [-3.63091, -4.99630, -0.69770], [-2.81528, -4.79237, -1.79688], [-2.27737, -3.53350, -2.04800], [-2.87415, 0.83930, -2.07365], [-3.91437, -0.09319, -0.97666], [-3.72417, -0.58929, -2.65533], [-0.68332, 0.06175, -2.75703], [-1.50953, -1.27022, -3.56843], [-0.15409, -1.59313, -2.48158], [-1.94282, -0.80192, 0.69614], [-3.63690, -1.85942, 0.55175], [-4.57101, -4.07057, 0.99582], [-4.06117, -5.97075, -0.50841], [-2.61354, -5.60610, -2.48154], [-1.70194, -3.39525, -2.95095]], "orbital_gap_ev": 8.129, "e_tot_ev": -72863.4885, "charge": 2}

---

(2)
{"formula": "C48H48BBr4MnN6O2", "method": "ωB97M-V/def2-TZVPD", "species": ["Mn", "Br", "C", "C", "Br", "C", "Br", "C", "O", "C", "O", "C", "Br", "C", "C", "C", "C", "C", "C", "C", "C", "C", "C", "C", "C", "N", "C", "C", "N", "C", "C", "C", "C", "C", "C", "C", "C", "C", "C", "C", "C", "C", "C", "C", "C", "C", "C", "C", "C", "C", "C", "H", "H", "H", "H", "H", "H", "H", "H", "H", "H", "H", "H", "H", "H", "H", "H", "H", "H", "H", "H", "H", "H", "H", "H", "H", "H", "H", "H", "H", "H", "H", "H", "H", "H", "H", "H", "H", "H", "H", "H", "B", "N", "C", "C", "C", "N", "N", "C", "C", "C", "N", "H", "H", "H", "H", "H", "H", "H", "H"], "coordinates": [[-0.12381, 0.29635, 1.81012], [0.03623, -0.92208, 8.87582], [0.48101, -0.79009, 7.00019], [1.82162, -1.02582, 6.62989], [3.09836, -1.72205, 7.83814], [2.21177, -0.70183, 5.31912], [3.98809, -0.89260, 4.83544], [1.32144, -0.30791, 4.26187], [1.63126, 0.00697, 3.06123], [-0.13982, -0.28863, 4.66769], [-0.99768, -0.16866, 3.72224], [-0.47342, -0.46510, 6.05550], [-2.25389, -0.17849, 6.54987], [3.82964, -2.26671, -0.94125], [3.06939, -1.31271, 0.03069], [4.11449, -0.38913, 0.77200], [2.24875, -2.18850, 1.00206], [3.04191, -2.99070, 1.85955], [2.40590, -3.71409, 2.84103], [1.02304, -3.80587, 2.86805], [0.22895, -3.07270, 1.96407], [-1.23175, -3.43032, 2.06737], [-1.86845, -2.97881, 3.41378], [-2.17125, -3.12358, 0.85941], [0.86424, -2.19672, 1.08122], [0.12686, -1.17388, 0.39689], [0.03092, -1.27788, -0.98217], [-0.23448, -0.17431, -1.93877], [-0.34142, 1.08200, -1.63420], [-0.66864, 2.08950, -2.53616], [-2.01899, 2.19496, -3.00345], [-2.39642, 3.32532, -3.69640], [-1.55605, 4.39526, -3.91266], [-0.27591, 4.31146, -3.41832], [0.27167, 3.12618, -2.87180], [1.80932, 3.15778, -2.71963], [2.38048, 4.27824, -1.79484], [2.48317, 1.78983, -2.39666], [-3.10635, 1.18996, -2.71713], [-3.84015, 0.69979, -3.98470], [-4.15280, 1.74152, -1.70012], [-0.21599, -0.76844, -3.30848], [-0.44437, -0.27422, -4.62495], [-0.32180, -1.15216, -5.71121], [-0.10838, -2.52471, -5.54623], [-0.00427, -3.06145, -4.21546], [0.03957, -4.43041, -3.82570], [0.33742, -4.78405, -2.49183], [0.35737, -3.82066, -1.47797], [0.14521, -2.47829, -1.76894], [-0.01501, -2.16793, -3.15263], [4.25544, -1.72930, -1.81650], [3.20917, -3.12184, -1.28450], [4.74863, -2.69979, -0.44198], [2.36877, -0.67503, -0.50485], [5.10768, -0.91085, 0.72821], [3.97581, -0.28019, 1.85094], [4.21359, 0.61745, 0.33822], [4.13545, -3.11444, 1.65143], [3.03085, -4.24754, 3.53988], [0.54675, -4.51102, 3.55586], [-1.19528, -4.51733, 2.11021], [-1.87675, -1.90233, 3.58385], [-1.22791, -3.40369, 4.23382], [-2.84599, -3.44737, 3.60567], [-2.34365, -2.06823, 0.68758], [-3.13412, -3.67056, 1.10086], [-1.76602, -3.62487, -0.05981], [-3.40934, 3.42122, -4.13010], [-1.94711, 5.31650, -4.37075], [0.42578, 5.13645, -3.56577], [2.17841, 3.45147, -3.71140], [3.04992, 3.83709, -1.05500], [1.56761, 4.70990, -1.17619], [2.98728, 5.02300, -2.32032], [2.03581, 1.34506, -1.46275], [3.61249, 1.89508, -2.30927], [2.28088, 0.97597, -3.17402], [-2.63373, 0.34505, -2.16177], [-4.51058, 1.44724, -4.43795], [-4.49470, -0.17026, -3.74314], [-3.12283, 0.32162, -4.72523], [-4.66313, 2.68228, -2.04585], [-3.67908, 1.96870, -0.78085], [-4.96841, 0.95833, -1.54800], [-0.70809, 0.77670, -4.75082], [-0.41519, -0.75490, -6.78051], [0.13074, -3.20290, -6.37790], [0.07213, -5.18498, -4.60036], [0.49663, -5.82416, -2.25094], [0.64560, -4.13402, -0.44104], [-1.51019, 3.63243, 1.35562], [-0.00915, 3.45257, 1.57154], [0.92530, 4.39193, 1.88507], [2.17955, 3.80455, 1.84113], [1.95477, 2.43733, 1.44912], [0.66135, 2.24368, 1.25621], [-2.38592, 2.51015, 1.79204], [-3.55047, 2.67148, 2.43974], [-4.05722, 1.41068, 2.75168], [-3.17665, 0.48193, 2.14963], [-2.15188, 1.15046, 1.58987], [-1.79217, 3.94293, 0.16180], [-1.89081, 4.60648, 2.03614], [0.63336, 5.42603, 2.10168], [3.15481, 4.28171, 1.94593], [2.68928, 1.59832, 1.39381], [-3.99280, 3.63305, 2.53366], [-5.01256, 1.25514, 3.29186], [-3.23907, -0.62798, 2.08294]], "orbital_gap_ev": [5.168, 5.435], "e_tot_ev": -375759.1693, "spin_multiplicity": 5, "s2": 6.1590, "charge": -2}